Entry from the Open Molecules 2025 dataset: 2 unconnected molecules or ions with the total composition C10H5Cl3F8NO8S at a distorted geometry (wB97M-V/def2-TZVPD).

## Properties
**HOMO-LUMO gap**: 7.83 eV
**Net charge**: -1
**Energy**: -98460.8797 eV
**E_HOMO**: -5.46 eV

Geometry as XYZ:
```
36
C10H5Cl3F8NO8S, DFT wB97M-V/def2-TZVPD
O 0.936 -0.976 0.420
C 2.060 -1.045 -0.124
Cl 3.470 -1.777 0.765
C 2.174 -0.438 -1.626
N 0.860 0.071 -2.125
C 0.986 1.306 -2.923
Cl -0.507 1.877 -3.797
Cl 2.309 1.043 -4.218
C 1.485 2.600 -2.050
O 1.517 3.738 -2.623
O 1.828 2.503 -0.712
S -0.120 -1.154 -2.796
O 0.485 -2.501 -2.399
O -0.116 -1.218 -4.320
C -1.863 -1.242 -2.121
F -1.798 -2.103 -0.974
F -2.642 -1.882 -3.139
C -2.548 0.131 -1.688
F -1.723 1.044 -1.010
F -3.254 0.709 -2.797
C -3.741 -0.234 -0.630
F -4.612 0.912 -0.666
F -4.538 -1.318 -1.054
F -3.295 -0.323 0.700
H 2.671 -1.188 -2.354
H 2.963 0.402 -1.522
C 0.158 0.284 3.785
C 0.151 0.430 5.272
O 1.189 -0.433 5.686
C 2.076 -0.455 4.650
O 3.200 -0.859 4.737
O 1.530 0.045 3.508
F -1.016 -0.013 5.801
H -0.435 -0.568 3.441
H -0.194 1.183 3.276
H 0.355 1.446 5.626
```

Atom charges from the Mulliken analysis, given in e for atoms 1 to 4:
1. O -0.432
2. C 0.536
3. Cl -0.200
4. C -0.947

---

Entry from the Open Molecules 2025 dataset: a single C6H6Cl4 molecule at a distorted geometry (wB97M-V/def2-TZVPD).

## Properties
**HOMO-LUMO gap**: 10.24 eV
**ΔE to the lowest compared entry with this formula, charge and spin**: 0.0 kJ/mol
**Energy**: -56406.9170 eV
**E_HOMO**: -9.67 eV
**SMILES**: C=C(Cl)/C(=C/C)C(Cl)(Cl)Cl

Geometry as XYZ:
```
16
C6H6Cl4, DFT wB97M-V/def2-TZVPD
C 0.010 2.295 1.429
C 0.931 -0.362 -0.413
C -0.245 0.162 -0.035
C -0.367 1.568 0.395
C 1.467 -1.659 -0.908
C -1.459 -0.724 -0.022
Cl -1.388 2.433 -0.801
Cl -0.950 -2.165 0.898
Cl -2.134 -1.166 -1.583
Cl -2.683 0.017 0.995
H -0.253 3.282 1.389
H 0.636 1.851 2.199
H 1.844 0.371 -0.325
H 1.892 -2.088 -0.108
H 2.088 -1.582 -1.758
H 0.609 -2.232 -1.352
```

Atom charges from the Mulliken analysis, given in e for atoms 1 to 4:
1. C -0.783
2. C 0.248
3. C 0.175
4. C -0.135

---

Entry from the Open Molecules 2025 dataset: a single CH3IO3S molecule at a distorted geometry (wB97M-V/def2-TZVPD).

## Properties
**HOMO-LUMO gap**: 9.66 eV
**ΔE to the lowest compared entry with this formula, charge and spin**: 29.6 kJ/mol
**Energy**: -26162.4243 eV
**E_HOMO**: -10.44 eV
**SMILES**: COS(=O)(=O)I

Geometry as XYZ:
```
9
CH3IO3S, DFT wB97M-V/def2-TZVPD
C -0.103 0.004 0.178
O 1.044 1.916 3.179
O 2.441 0.863 1.335
O -0.219 0.822 1.344
S 1.188 0.912 2.166
I 0.984 -1.211 3.179
H -0.873 -0.847 0.149
H 0.918 -0.509 -0.013
H -0.416 0.587 -0.640
```

Atom charges from the Mulliken analysis, given in e for atoms 1 to 4:
1. C -0.647
2. O -0.496
3. O -0.493
4. O -0.223

---

Entry from the Open Molecules 2025 dataset: a molecular structure, CH2EuLiO at a distorted geometry (wB97M-V/def2-TZVPD).

## Properties
**HOMO-LUMO gap (spin up / spin down)**: 5.39 / 5.55 eV
**Net charge**: +1
**Spin multiplicity**: 8
**ΔE to the lowest compared entry with this formula, charge and spin**: 18.4 kJ/mol
**Energy**: -22640.8595 eV
**E_HOMO (spin up / spin down)**: -10.35 / -10.40 eV

Geometry as XYZ:
```
6
CH2EuLiO, DFT wB97M-V/def2-TZVPD
H -1.007 0.028 -1.107
O 0.793 0.057 0.285
C -0.494 -0.354 0.400
Li 0.990 -1.772 1.256
Eu 0.848 1.533 -1.555
H -1.129 0.507 0.721
```

Atom charges from the Mulliken analysis, given in e for atoms 1 to 4:
1. H -0.226
2. O -0.650
3. C -0.462
4. Li 0.846

---

Entry from the Open Molecules 2025 dataset: a gas-phase ion, C6H8N3O4PS (charge -2) at a distorted geometry (wB97M-V/def2-TZVPD).

## Properties
**HOMO-LUMO gap**: 4.57 eV
**Net charge**: -2
**ΔE to the lowest compared entry with this formula, charge and spin**: 225.9 kJ/mol
**Energy**: -39137.1159 eV
**E_HOMO**: 0.10 eV
**SMILES**: N[C@@H](Cc1cn(P([O-])([O-])=S)cn1)C(=O)O

Geometry as XYZ:
```
23
C6H8N3O4PS, DFT wB97M-V/def2-TZVPD
C 1.089 0.282 0.434
C 2.100 -1.527 -0.105
C 0.235 -0.701 0.421
C -3.550 0.179 0.087
C -1.322 -0.643 0.727
C -2.158 -0.231 -0.512
N 0.829 -1.902 0.047
N 2.365 -0.253 0.142
N -1.473 0.781 -1.251
O -3.929 1.452 -0.053
O 3.532 1.887 -0.756
O -4.301 -0.608 0.652
O 3.945 1.331 2.034
P 3.839 0.741 0.142
S 5.335 -0.515 -0.213
H 1.035 1.317 0.727
H 2.815 -2.232 -0.474
H -1.460 0.060 1.548
H -1.559 -1.657 1.207
H -2.223 -1.189 -1.111
H -0.671 1.002 -0.760
H -3.262 1.845 -0.729
H -1.210 0.584 -2.207
```

Atom charges from the Mulliken analysis, given in e for atoms 1 to 4:
1. C -0.724
2. C -0.237
3. C 0.685
4. C 0.249

---

Entry from the Open Molecules 2025 dataset: 2 unconnected molecules or ions with the total composition C5H7ClOS at a distorted geometry (wB97M-V/def2-TZVPD).

## Properties
**HOMO-LUMO gap**: 7.29 eV
**ΔE to the lowest compared entry with this formula, charge and spin**: 550.6 kJ/mol
**Energy**: -30697.6688 eV
**E_HOMO**: -8.47 eV

Geometry as XYZ:
```
15
C5H7ClOS, DFT wB97M-V/def2-TZVPD
C -1.519 0.908 0.121
C -1.670 -0.555 -0.133
C -0.353 -1.236 -0.486
C 0.847 -0.889 0.058
C 1.453 0.426 0.478
H -1.335 0.967 1.307
H -0.877 1.185 -0.695
H -2.398 1.512 -0.158
H -0.432 -2.235 -0.766
H 0.867 0.878 1.212
H 2.488 0.156 0.782
H 2.576 1.435 -0.884
O 1.133 1.059 -0.721
S -2.933 -1.546 -0.065
Cl 2.151 -2.065 -0.051
```

Atom charges from the Mulliken analysis, given in e for atoms 1 to 4:
1. C -0.919
2. C 0.453
3. C -0.888
4. C 0.694

---

Entry from the Open Molecules 2025 dataset: a single C18H23N5OS molecule (wB97M-V/def2-TZVPD).

## Properties
**HOMO-LUMO gap**: 8.96 eV
**ΔE to the lowest compared entry with this formula, charge and spin**: 270.9 kJ/mol
**Energy**: -39370.5167 eV
**E_HOMO**: -8.89 eV
**SMILES**: N#Cc1n[nH]/c(=N\C[C@@H]2CC[C@@H](NC(=O)C#CC3CCCCC3)C2)s1

Geometry as XYZ:
```
48
C18H23N5OS, DFT wB97M-V/def2-TZVPD
N -6.306 1.980 -1.690
C -5.322 1.659 -1.195
C -4.112 1.275 -0.539
N -3.600 0.111 -0.701
N -2.472 -0.002 0.024
C -2.054 1.080 0.793
N -1.061 1.202 1.555
C -0.154 0.070 1.678
C 0.858 -0.002 0.536
C 1.773 -1.242 0.674
C 3.172 -0.750 0.308
C 3.180 0.645 0.936
N 4.293 1.530 0.613
C 5.006 1.540 -0.544
O 4.701 0.942 -1.557
C 6.197 2.387 -0.472
C 7.187 3.066 -0.428
C 8.400 3.881 -0.387
C 8.414 4.809 0.837
C 9.684 5.654 0.866
C 10.934 4.778 0.835
C 10.921 3.849 -0.377
C 9.657 2.997 -0.411
C 1.814 1.209 0.515
S -3.250 2.361 0.527
H -1.966 -0.867 -0.044
H 0.390 0.184 2.618
H -0.700 -0.883 1.755
H 0.315 -0.047 -0.413
H 1.760 -1.590 1.712
H 1.446 -2.076 0.053
H 3.969 -1.391 0.689
H 3.289 -0.667 -0.769
H 3.201 0.528 2.023
H 4.697 2.053 1.371
H 8.408 4.505 -1.289
H 7.525 5.442 0.828
H 8.359 4.191 1.739
H 9.690 6.323 -0.001
H 9.685 6.290 1.753
H 11.831 5.400 0.827
H 10.974 4.176 1.749
H 10.976 4.448 -1.292
H 11.802 3.204 -0.371
H 9.631 2.335 0.461
H 9.639 2.359 -1.296
H 1.915 1.609 -0.495
H 1.471 2.018 1.160
```

Atom charges from the Mulliken analysis, given in e for atoms 1 to 4:
1. N -0.400
2. C 0.328
3. C 0.366
4. N -1.118

---

Entry from the Open Molecules 2025 dataset: a molecular structure, C42H39Br2HgN2O4PS4Sb (wB97M-V/def2-TZVPD).

## Properties
**HOMO-LUMO gap (spin up / spin down)**: 5.17 / 5.65 eV
**Net charge**: -2
**Spin multiplicity**: 2
**Energy**: -258785.9169 eV
**E_HOMO (spin up / spin down)**: -1.45 / -1.93 eV

Geometry as XYZ:
```
96
C42H39Br2HgN2O4PS4Sb, DFT wB97M-V/def2-TZVPD
Hg 1.546 0.978 -1.568
Br 5.324 1.345 -1.491
C 5.374 1.787 0.366
Br 5.050 0.289 1.553
H 4.592 2.512 0.565
H 6.354 2.176 0.608
O 2.808 4.234 1.139
N 1.874 3.305 1.558
C 1.227 3.714 2.567
C 0.201 2.922 3.271
C -0.226 3.484 4.481
C -1.141 2.850 5.298
C -1.641 1.613 4.920
C -1.234 1.054 3.723
C -0.340 1.693 2.860
P 0.100 0.783 1.289
C -1.584 0.384 0.674
C -1.665 -0.533 -0.377
C -2.872 -0.754 -1.021
C -4.010 -0.050 -0.653
C -3.931 0.886 0.367
C -2.727 1.103 1.023
C 0.669 -0.741 2.140
C 0.133 -2.008 1.968
C 0.677 -3.097 2.637
C 1.765 -2.931 3.480
C 2.314 -1.666 3.651
C 1.769 -0.582 2.983
H 2.874 4.050 0.167
H 1.440 4.708 2.965
H 0.189 4.440 4.780
H -1.451 3.313 6.228
H -2.343 1.083 5.553
H -1.620 0.082 3.436
H -0.767 -1.038 -0.721
H -2.920 -1.448 -1.853
H -4.945 -0.210 -1.179
H -4.800 1.473 0.642
H -2.683 1.868 1.786
H -0.700 -2.163 1.295
H 0.259 -4.079 2.475
H 2.193 -3.786 3.989
H 3.177 -1.524 4.290
H 2.218 0.398 3.102
S 0.705 4.209 -5.207
Sb 2.306 2.980 -4.131
S 2.023 3.386 -1.726
S 1.807 0.647 -4.060
S 4.471 3.372 -4.713
C -3.652 -4.067 0.119
O -2.536 -3.919 -0.724
C -1.399 -4.624 -0.409
C -1.352 -5.658 0.502
C -0.143 -6.318 0.745
C 0.994 -5.906 0.078
C 0.951 -4.862 -0.841
C -0.250 -4.214 -1.122
N -0.405 -3.212 -2.059
C 0.509 -2.884 -3.066
C 1.874 -2.581 -2.849
C 2.805 -2.989 -3.833
C 4.163 -2.884 -3.647
C 4.640 -2.360 -2.441
C 3.760 -1.875 -1.495
C 2.367 -1.868 -1.700
O 1.580 -1.185 -0.898
H -4.386 -3.336 -0.214
H -3.388 -3.863 1.161
H -4.081 -5.073 0.049
H -2.247 -5.963 1.027
H -0.107 -7.127 1.464
H 1.945 -6.387 0.275
H 1.852 -4.543 -1.344
H -1.371 -3.002 -2.250
H 0.146 -3.017 -4.080
H 2.413 -3.421 -4.748
H 4.850 -3.197 -4.424
H 5.707 -2.284 -2.264
H 4.123 -1.396 -0.596
C -2.445 2.669 -3.912
C -1.878 2.613 -2.527
O -1.113 1.731 -2.206
C -2.215 3.688 -1.528
C -1.272 3.986 -0.546
C -1.567 4.914 0.439
C -2.812 5.533 0.469
C -3.752 5.240 -0.508
C -3.447 4.331 -1.513
H -1.756 3.297 -4.492
H -3.448 3.093 -3.957
H -2.420 1.671 -4.344
H -0.303 3.502 -0.591
H -0.823 5.152 1.188
H -3.044 6.250 1.247
H -4.722 5.722 -0.492
H -4.186 4.107 -2.271
```

Atom charges from the Mulliken analysis, given in e for atoms 1 to 4:
1. Hg 1.639
2. Br -0.039
3. C 0.230
4. Br -0.168

---

Entry from the Open Molecules 2025 dataset: a gas-phase ion, C5H13NO2 (charge +1) at a distorted geometry (wB97M-V/def2-TZVPD).

## Properties
**HOMO-LUMO gap (spin up / spin down)**: 11.57 / 6.98 eV
**Net charge**: +1
**Spin multiplicity**: 2
**ΔE to the lowest compared entry with this formula, charge and spin**: 226.6 kJ/mol
**Energy**: -10970.4743 eV
**E_HOMO (spin up / spin down)**: -14.39 / -14.59 eV

Geometry as XYZ:
```
21
C5H13NO2, DFT wB97M-V/def2-TZVPD
C -1.272 1.690 0.002
C -0.300 0.521 0.197
C -1.311 -0.950 0.079
C -0.410 -2.028 -0.451
O -1.988 -1.222 1.230
N 0.833 0.531 -0.703
C 2.086 0.371 -0.028
O 2.241 1.638 0.735
H -1.348 2.381 0.811
H -2.241 1.268 -0.195
H -0.777 2.290 -0.834
H -0.072 0.330 1.237
H -2.046 -0.618 -0.721
H 0.779 -1.975 -0.233
H -0.385 -2.065 -1.511
H -0.683 -3.043 -0.098
H -1.639 -2.020 1.681
H 0.918 0.440 -1.729
H 2.129 -0.276 0.827
H 2.990 0.261 -0.603
H 2.493 2.477 0.307
```

Atom charges from the Mulliken analysis, given in e for atoms 1 to 4:
1. C -1.140
2. C 0.350
3. C 0.158
4. C -1.272

---

Entry from the Open Molecules 2025 dataset: 2 unconnected molecules or ions with the total composition C4H12O2S at a distorted geometry (wB97M-V/def2-TZVPD).

## Properties
**HOMO-LUMO gap**: 9.77 eV
**ΔE to the lowest compared entry with this formula, charge and spin**: 50.2 kJ/mol
**Energy**: -19272.1858 eV
**E_HOMO**: -9.17 eV
**SMILES**: OCCCCS.O

Geometry as XYZ:
```
19
C4H12O2S, DFT wB97M-V/def2-TZVPD
C 1.069 1.519 0.899
O 0.980 2.433 -0.212
C 1.707 0.258 0.280
C 0.707 -0.800 -0.189
C -0.028 -1.716 0.793
S -1.107 -2.926 -0.084
H 1.773 1.880 1.650
H 0.086 1.309 1.336
H 0.592 3.269 0.080
H 2.531 -0.140 0.902
H 2.247 0.620 -0.620
H 1.192 -1.463 -0.932
H 0.039 -0.245 -0.854
H 0.581 -2.212 1.531
H -0.675 -1.009 1.329
H -2.025 -2.116 -0.623
H -1.141 3.044 -1.831
H -1.629 2.616 -0.443
O -1.726 3.296 -1.113
```

Atom charges from the Mulliken analysis, given in e for atoms 1 to 4:
1. C -0.321
2. O -0.559
3. C -0.699
4. C -0.618

---

Entry from the Open Molecules 2025 dataset: a molecular structure, C30H33N6O6Pb (wB97M-V/def2-TZVPD).

## Properties
**HOMO-LUMO gap**: 6.50 eV
**Net charge**: -1
**ΔE to the lowest compared entry with this formula, charge and spin**: 0.0 kJ/mol
**Energy**: -58120.1187 eV
**E_HOMO**: -4.67 eV

Geometry as XYZ:
```
76
C30H33N6O6Pb, DFT wB97M-V/def2-TZVPD
Pb 0.257 0.664 0.283
O 4.165 -4.521 3.852
C 3.095 -4.045 4.275
O 2.429 -4.306 5.290
C 2.511 -2.910 3.391
C 3.154 -2.533 2.216
C 2.600 -1.548 1.428
N 1.448 -0.932 1.762
C 0.832 -1.258 2.906
C 1.352 -2.249 3.738
C -0.415 -0.506 3.233
C -0.987 -0.614 4.474
C -1.919 0.419 4.854
C -2.440 1.232 3.926
C -2.207 0.884 2.478
N -0.852 0.366 2.295
C 3.269 -1.102 0.173
C 4.188 -1.912 -0.493
C 4.801 -1.428 -1.633
C 4.484 -0.157 -2.089
C 3.542 0.567 -1.381
N 2.950 0.111 -0.281
H 4.084 -3.030 1.978
H 0.872 -2.542 4.660
H -0.600 -1.292 5.215
H -2.117 0.582 5.907
H -3.050 2.087 4.190
H -2.289 1.794 1.868
H 4.406 -2.905 -0.126
H 5.516 -2.041 -2.167
H 4.933 0.258 -2.980
H 3.231 1.550 -1.715
O 0.309 2.986 -1.806
C 0.907 3.173 -2.850
C 1.330 2.186 -3.838
C 2.034 2.697 -4.926
C 2.522 1.872 -5.912
C 2.329 0.479 -5.833
C 1.649 -0.051 -4.781
C 1.090 0.760 -3.725
O 0.444 0.228 -2.788
N 3.244 2.435 -7.028
O 3.648 1.673 -7.895
O 3.430 3.642 -7.053
H 1.196 4.210 -3.125
H 2.210 3.763 -5.001
H 2.731 -0.148 -6.616
H 1.496 -1.119 -4.700
N -0.260 -1.630 -0.638
C -1.591 -2.154 -0.992
C -2.193 -1.461 -2.212
C -2.932 -0.162 -1.919
N -2.045 0.847 -1.346
H 0.333 -1.583 -1.466
H 0.190 -2.234 0.043
H -2.242 -2.023 -0.126
H -1.526 -3.229 -1.187
H -2.907 -2.150 -2.671
H -1.409 -1.276 -2.951
H -3.736 -0.362 -1.205
H -3.408 0.179 -2.847
H -2.551 1.699 -1.134
H -1.309 1.087 -2.011
C -5.299 -0.679 3.320
C -4.711 0.224 2.239
C -5.558 0.170 0.971
C -3.243 -0.131 1.952
H -6.323 -0.391 3.572
H -4.694 -0.635 4.226
H -5.314 -1.718 2.977
H -4.749 1.251 2.619
H -5.569 -0.845 0.561
H -5.160 0.835 0.200
H -6.593 0.461 1.166
H -3.083 -0.224 0.874
H -2.990 -1.098 2.398
```

Atom charges from the Mulliken analysis, given in e for atoms 1 to 4:
1. Pb 1.190
2. O -0.744
3. C 0.447
4. O -0.729

---

Entry from the Open Molecules 2025 dataset: a molecular structure, C11H23N2O4OsP2 at a distorted geometry (wB97M-V/def2-TZVPD).

## Properties
**HOMO-LUMO gap (spin up / spin down)**: 8.12 / 5.93 eV
**Net charge**: +3
**Spin multiplicity**: 5
**Energy**: -43959.7808 eV
**E_HOMO (spin up / spin down)**: -19.77 / -20.43 eV

Geometry as XYZ:
```
43
C11H23N2O4OsP2, DFT wB97M-V/def2-TZVPD
Os 0.054 0.016 -0.085
P -2.080 0.049 -0.512
C -2.038 0.491 -2.329
C -0.807 1.323 -2.621
N 0.294 1.097 -1.870
C 1.514 1.449 -2.305
C 1.625 2.195 -3.481
C 0.523 2.514 -4.260
C -0.693 2.051 -3.800
C 2.708 1.006 -1.478
P 2.239 -0.419 -0.421
H -1.578 2.059 -4.404
H 2.626 2.509 -3.762
H 0.616 3.059 -5.210
H 3.514 0.748 -2.177
H 3.050 1.844 -0.851
H -1.978 -0.474 -3.103
H -2.995 1.034 -2.543
H -0.953 -1.912 -2.760
O -1.609 -1.640 -3.565
H -2.415 -2.262 -3.546
H -0.319 -1.851 -0.932
O -0.232 -2.499 -1.732
H -0.646 -3.314 -1.359
C 2.736 -1.912 -1.366
H 3.526 -1.619 -2.091
H 3.122 -2.637 -0.611
H 1.839 -2.302 -1.890
C 3.288 -0.403 1.026
H 3.171 -1.367 1.509
H 4.323 -0.263 0.742
H 2.959 0.382 1.698
C -3.004 1.433 0.242
H -3.871 1.656 -0.402
H -3.360 1.146 1.247
H -2.345 2.312 0.314
C -3.186 -1.353 -0.294
H -3.449 -1.439 0.765
H -4.089 -1.184 -0.882
H -2.671 -2.259 -0.622
O 0.152 0.615 2.078
N 0.374 1.858 1.891
O 0.251 2.253 0.698
```

Atom charges from the Mulliken analysis, given in e for atoms 1 to 4:
1. Os 1.089
2. P 0.606
3. C -1.038
4. C 0.539

---

> Which value of energy does entry 11 give?

-58120.1187 eV

---

> What is the energy in the eleventh record?

-58120.1187 eV

---

> The lowest energy belongs to which entry?

C42H39Br2HgN2O4PS4Sb